No. 1
{"formula": "C30H31CoFN2O6PS", "method": "ωB97M-V with the def2-TZVPD basis set", "symbols": ["Co", "O", "C", "O", "C", "C", "C", "C", "C", "N", "C", "O", "O", "H", "H", "H", "H", "H", "O", "N", "C", "C", "C", "C", "C", "C", "C", "P", "C", "C", "C", "C", "C", "C", "C", "C", "C", "C", "C", "C", "H", "H", "H", "H", "H", "H", "H", "H", "H", "H", "H", "H", "H", "H", "H", "H", "C", "C", "S", "O", "C", "C", "H", "H", "H", "H", "H", "H", "H", "H", "H", "H", "F"], "positions_angstrom": [[1.05266, -0.14413, 0.39920], [-2.95523, -0.91075, 1.03635], [-1.61838, -0.80434, 1.28834], [-0.79510, -1.35160, 0.53101], [-1.32229, 0.60277, 1.77951], [-2.20007, 1.36283, 2.54687], [-1.80459, 2.62226, 2.94667], [-0.54361, 3.09175, 2.58098], [0.26596, 2.27834, 1.81469], [-0.13793, 1.06595, 1.41233], [1.64850, 2.63969, 1.31979], [2.19624, 3.77303, 1.74851], [2.23507, 1.92507, 0.54224], [-3.06397, -1.69076, 0.47333], [-3.16241, 0.95268, 2.81215], [-2.46001, 3.24111, 3.54300], [-0.23686, 4.08047, 2.89157], [1.63329, 4.23415, 2.38135], [2.86556, -2.21922, 0.52191], [2.39257, -1.29861, -0.38987], [3.05969, -1.27803, -1.47510], [2.78563, -0.45649, -2.66422], [3.71491, -0.61067, -3.69447], [3.58407, 0.07347, -4.89115], [2.50157, 0.91617, -5.08325], [1.56421, 1.06760, -4.07336], [1.69627, 0.40595, -2.85731], [0.35825, 0.53909, -1.63499], [-0.98699, -0.35021, -2.47372], [-1.92730, 0.28137, -3.28118], [-2.86777, -0.46637, -3.97473], [-2.85972, -1.84956, -3.88231], [-1.90879, -2.48729, -3.09629], [-0.98029, -1.74293, -2.38798], [-0.15437, 2.27772, -1.59020], [-1.43197, 2.56752, -1.10629], [-1.82235, 3.88021, -0.89967], [-0.93573, 4.91715, -1.16107], [0.33810, 4.63584, -1.63268], [0.72891, 3.32186, -1.84713], [2.55520, -1.80074, 1.37544], [3.91478, -1.94611, -1.52689], [4.55268, -1.27955, -3.54908], [4.32170, -0.05775, -5.67021], [2.37995, 1.44776, -6.01659], [0.70875, 1.71198, -4.23774], [-1.93378, 1.35988, -3.37525], [-3.60087, 0.03310, -4.59249], [-3.58965, -2.43209, -4.42808], [-1.89416, -3.56730, -3.03167], [-0.25809, -2.24235, -1.75765], [-2.12982, 1.76425, -0.89722], [-2.82011, 4.09340, -0.54063], [-1.24041, 5.94303, -1.00566], [1.03231, 5.43966, -1.83508], [1.73208, 3.11346, -2.19568], [0.55002, -0.97719, 5.02156], [0.03937, -2.38282, 4.75409], [-0.39839, -2.59922, 3.02806], [-1.58933, -1.61786, 2.88071], [-1.17468, -4.21475, 3.09040], [-0.12019, -5.31201, 3.05298], [0.76607, -0.87976, 6.08458], [-0.21158, -0.24111, 4.76298], [1.44779, -0.76909, 4.44668], [-0.85376, -2.62077, 5.33285], [0.80381, -3.13640, 4.95162], [-1.80758, -4.22576, 2.20237], [-1.81257, -4.26245, 3.97394], [0.50540, -5.22630, 2.16489], [-0.60971, -6.28392, 3.03485], [0.52325, -5.28779, 3.93104], [1.76578, -0.63652, 2.09807]], "mulliken_spin": [1.03, 0.00, 0.00, 0.02, 0.00, 0.00, 0.00, 0.00, -0.01, -0.03, 0.01, 0.00, 0.01, 0.00, 0.00, 0.00, 0.00, 0.00, 0.00, 0.01, 0.00, 0.01, 0.00, 0.00, 0.00, 0.00, -0.01, -0.03, -0.01, 0.00, 0.00, 0.00, 0.00, 0.00, 0.00, 0.00, 0.00, 0.00, 0.00, 0.00, 0.00, 0.00, 0.00, 0.00, 0.00, 0.00, 0.00, 0.00, 0.00, 0.00, 0.00, 0.00, 0.00, 0.00, 0.00, 0.00, 0.00, 0.00, 0.00, 0.00, 0.00, 0.00, 0.00, 0.00, 0.00, 0.00, 0.00, 0.00, 0.00, 0.00, 0.00, 0.00, 0.00], "total_charge": 1, "total_energy_ev": -107342.81813, "gap_ev": [8.325, 8.362], "multiplicity": 2, "e_above_lowest_kj_mol": 3.0}


No. 2
{"formula": "C30H31N6O7", "method": "ωB97M-V with the def2-TZVPD basis set", "symbols": ["C", "C", "O", "N", "C", "C", "C", "N", "N", "C", "C", "O", "C", "C", "C", "C", "C", "C", "C", "C", "N", "C", "C", "C", "O", "H", "H", "H", "H", "H", "H", "H", "H", "H", "H", "H", "H", "H", "H", "H", "H", "H", "H", "H", "H", "H", "C", "C", "C", "C", "C", "C", "N", "O", "O", "H", "H", "H", "H", "H", "C", "C", "C", "C", "C", "C", "N", "O", "O", "H", "H", "H", "H", "H"], "positions_angstrom": [[-3.34217, 2.11738, -4.40521], [-2.82664, 3.56321, -4.38706], [-2.70712, 4.14473, -5.43221], [-2.50651, 4.29751, -3.14293], [-3.78362, 4.21202, -2.30760], [-1.50745, 3.71191, -2.40399], [-0.72076, 2.59240, -2.80739], [0.20928, 1.96567, -2.16254], [0.49523, 2.44288, -0.97113], [1.53690, 1.73245, -0.20846], [0.88761, 0.40379, 0.32796], [1.52006, -0.61514, 0.42994], [-0.59504, 0.50778, 0.65695], [-0.98193, 1.28892, 1.73387], [-2.30533, 1.45712, 2.06007], [-3.30446, 0.85215, 1.30959], [-2.90301, 0.05403, 0.25602], [-1.57932, -0.11673, -0.08039], [-0.13772, 3.50463, -0.50241], [-1.15298, 4.20892, -1.11428], [-1.79707, 5.34118, -0.54184], [-2.33378, 4.91013, 0.78415], [-0.85700, 6.44844, -0.41298], [-0.53469, 7.08399, 0.94269], [-0.30328, 6.84909, -1.40595], [-3.20189, 1.63387, -3.42644], [-4.39131, 2.05470, -4.70432], [-2.73808, 1.56323, -5.13156], [-4.64972, 4.00872, -2.94298], [-3.68571, 3.31938, -1.66858], [-3.91096, 5.08181, -1.66773], [-0.91671, 2.19446, -3.80288], [2.34125, 1.47413, -0.90068], [1.90052, 2.36328, 0.60673], [-0.26911, 1.82079, 2.36641], [-2.60952, 2.07011, 2.90671], [-4.35753, 0.99051, 1.53489], [-3.68640, -0.42335, -0.33105], [-1.33857, -0.75005, -0.93137], [0.18477, 3.85671, 0.47700], [-1.52786, 4.65626, 1.48537], [-2.91889, 3.99145, 0.66019], [-2.98978, 5.65923, 1.23365], [-1.41133, 7.61476, 1.33239], [-0.22227, 6.31290, 1.65851], [0.29161, 7.78544, 0.83160], [2.39862, -3.27612, -0.84091], [1.43874, -3.56957, -1.80086], [1.47537, -4.78037, -2.47479], [2.47477, -5.68820, -2.17308], [3.44201, -5.40817, -1.22386], [3.40149, -4.19355, -0.55701], [2.50168, -6.98352, -2.86749], [1.64977, -7.18907, -3.70719], [3.37127, -7.77020, -2.55646], [2.36377, -2.33203, -0.31038], [0.65745, -2.85354, -2.02268], [0.72686, -5.00499, -3.22113], [4.22149, -6.12147, -0.99653], [4.14901, -3.96216, 0.19025], [3.60220, -6.36390, 3.16081], [4.20696, -5.80584, 4.27987], [3.52976, -4.86261, 5.03725], [2.24893, -4.49306, 4.66445], [1.63659, -5.03701, 3.54935], [2.31977, -5.97673, 2.79490], [1.51841, -3.50967, 5.47556], [2.08811, -3.03418, 6.43533], [0.38478, -3.22878, 5.13738], [4.13150, -7.10339, 2.57299], [5.20620, -6.10781, 4.56326], [4.00366, -4.42992, 5.90655], [0.63800, -4.74055, 3.26235], [1.85121, -6.41041, 1.92129]], "mulliken_charge": [-0.93, 0.43, -0.50, 0.05, -0.95, 0.82, -0.86, -0.98, 0.75, -0.64, -0.17, -0.55, 0.57, -0.26, -0.71, -0.55, -0.64, -0.18, 0.14, -0.76, 0.32, -1.21, 0.86, -1.13, -0.52, 0.29, 0.31, 0.39, 0.42, 0.39, 0.28, 0.71, 0.40, 0.31, 0.57, 0.48, 0.47, 0.44, 0.53, 0.42, 0.44, 0.27, 0.45, 0.34, 0.29, 0.35, -0.23, -0.29, -0.46, -0.10, -0.38, -0.66, 1.01, -0.60, -0.60, 0.63, 0.35, 0.46, 0.49, 0.45, -0.55, -0.41, -0.35, 0.11, -0.39, -0.37, 1.02, -0.60, -0.62, 0.41, 0.40, 0.45, 0.45, 0.45], "total_charge": 1, "total_energy_ev": -54871.79843, "gap_ev": 6.957}


No. 3
{"formula": "C30H31Si", "method": "ωB97M-V with the def2-TZVPD basis set", "symbols": ["C", "C", "C", "C", "C", "C", "C", "C", "C", "C", "C", "C", "C", "C", "C", "C", "C", "C", "C", "C", "C", "H", "H", "H", "H", "H", "H", "H", "H", "H", "H", "H", "H", "H", "H", "H", "H", "H", "C", "Si", "C", "H", "C", "C", "C", "C", "C", "C", "C", "H", "H", "H", "H", "H", "H", "H", "H", "H", "H", "H", "H", "H"], "positions_angstrom": [[-0.51167, 1.85030, 8.20226], [0.82733, 1.54170, 7.94483], [1.57766, 2.34182, 7.07757], [1.05607, 3.55035, 6.54929], [1.87872, 4.37231, 5.64368], [3.29669, 4.37156, 5.80432], [4.28240, 4.74521, 4.89342], [5.60722, 4.16792, 4.89302], [6.51086, 4.46917, 3.83297], [7.68163, 3.73641, 3.65834], [8.00228, 2.69851, 4.54826], [7.18186, 2.46199, 5.65964], [6.02601, 3.21398, 5.86328], [1.22497, 5.14194, 4.59277], [1.87442, 6.23668, 3.97627], [1.46728, 6.69869, 2.72851], [0.14377, 6.48699, 2.33471], [-0.63454, 5.56851, 3.05382], [-0.06997, 4.82274, 4.09026], [-0.27289, 3.89053, 6.92061], [-1.06859, 3.01408, 7.66513], [-1.12193, 1.17470, 8.80220], [1.28611, 0.67331, 8.42042], [2.58065, 2.03072, 6.78573], [3.63702, 3.93703, 6.75049], [4.05219, 5.34301, 4.01090], [6.25010, 5.25436, 3.11824], [8.34676, 3.95674, 2.82412], [8.88951, 2.08690, 4.38680], [7.44432, 1.68771, 6.38390], [5.40265, 3.01533, 6.74001], [2.71615, 6.70645, 4.48744], [2.16157, 7.24407, 2.08428], [-0.26957, 7.05279, 1.49844], [-1.68027, 5.42248, 2.77914], [-0.63095, 3.97982, 4.50001], [-0.69397, 4.85181, 6.61405], [-2.12590, 3.24080, 7.83493], [3.26261, 9.38424, 2.82689], [4.51452, 8.81754, 4.10008], [4.02436, 9.52254, 5.75541], [4.72864, 7.30527, 4.21711], [6.07748, 9.65084, 3.53844], [6.05123, 11.04578, 3.44630], [7.16778, 11.73663, 2.98614], [8.32844, 11.05453, 2.61855], [9.52823, 11.83819, 2.16822], [8.34463, 9.65153, 2.69151], [7.22364, 8.94552, 3.15244], [3.40782, 8.84915, 1.87981], [2.24228, 9.19065, 3.17461], [3.36660, 10.46001, 2.61964], [4.74002, 9.20557, 6.52370], [3.99873, 10.62144, 5.72869], [3.03188, 9.14789, 6.03445], [5.15135, 11.59303, 3.72477], [7.13588, 12.82023, 2.91391], [10.36163, 11.17793, 1.91298], [9.28590, 12.45434, 1.29323], [9.85547, 12.53088, 2.95447], [9.24279, 9.10686, 2.38662], [7.23109, 7.85125, 3.21198]], "nbo_charge": [-0.15, -0.21, -0.17, -0.06, 0.20, -0.32, 0.03, -0.06, -0.14, -0.22, -0.13, -0.22, -0.15, -0.08, -0.17, -0.21, -0.14, -0.22, -0.15, -0.18, -0.20, 0.24, 0.24, 0.22, 0.23, 0.23, 0.22, 0.24, 0.24, 0.24, 0.21, 0.22, 0.24, 0.24, 0.24, 0.24, 0.23, 0.24, -1.11, 1.42, -1.11, -0.23, -0.52, -0.13, -0.21, 0.00, -0.63, -0.22, -0.18, 0.23, 0.23, 0.26, 0.25, 0.25, 0.23, 0.20, 0.21, 0.22, 0.23, 0.23, 0.21, 0.20], "total_charge": 1, "total_energy_ev": -39483.47310, "gap_ev": 5.385, "e_above_lowest_kj_mol": 27.7}